Below is one molecule with the formula C8H12F4N2 in a non-equilibrium geometry, with properties calculated with wB97M-V/def2-TZVPD.

Geometry as XYZ:
```
26
Properties=species:S:1:pos:R:3
C 2.413 0.147 -0.650
C 1.144 0.955 -0.424
C -0.178 0.145 -0.689
C 3.277 -0.404 0.145
C -0.389 -0.925 0.527
C -0.648 -2.382 -0.057
C -1.282 1.094 -0.993
C -1.452 -0.515 1.571
N 3.480 -0.392 1.436
N -1.476 -2.725 -0.935
F 1.123 1.618 0.810
F 4.416 -1.009 -0.483
F 0.749 -0.958 1.292
F 0.288 -3.189 0.379
H 2.716 0.107 -1.683
H 0.019 -0.513 -1.543
H -2.359 0.557 -0.983
H -1.068 1.526 -2.004
H -1.509 1.934 -0.361
H -1.622 -1.177 2.414
H -2.423 -0.360 1.128
H -1.209 0.373 1.980
H 4.252 -0.979 1.748
H 2.607 -0.480 1.929
H -1.441 -3.676 -1.357
H 1.144 1.704 -1.176
```

Structure (SMILES): [H]/N=C(\F)[C@@](C)(F)[C@@H](C)[C@@H](F)/C=C(\N)F
E_HOMO, eV: -8.461
Total charge: 0
HOMO-LUMO gap, Ha: 0.34049
Energy above the lowest of the compared OMol25 structures with the same formula, charge and spin, eV: 0.000
Electronic energy, Ha: -820.94507
2S+1: 1